Below is a cluster of 15 separate species, C68H176N10O25 in total at a distorted geometry, with properties calculated with ωB97M-V with the def2-TZVPD basis set.

Charge: 0
HOMO-LUMO gap (eV): 8.719
HOMO (eV): -8.38
Spin multiplicity: 1

Each line ends with the Löwdin charge.
Geometry (Å):
C 15.51 16.42 21.12  -0.14
O 16.32 17.23 20.32  -0.16
H 14.68 15.94 20.61  0.05
H 16.06 15.65 21.70  0.08
H 15.07 17.16 21.81  0.09
H 17.10 16.78 19.99  0.02
C 13.24 18.31 15.55  -0.14
O 12.00 19.01 15.32  -0.14
H 14.07 19.03 15.40  0.07
H 13.28 17.88 16.54  0.06
H 13.40 17.52 14.81  0.07
H 11.26 18.44 15.64  0.08
C 20.56 16.20 16.20  -0.08
O 20.47 16.14 14.77  -0.17
C 19.20 15.69 14.35  -0.26
C 19.03 15.85 12.88  -0.21
N 19.14 17.21 12.40  -0.05
C 19.09 17.32 10.96  -0.20
C 18.95 18.79 10.42  -0.21
O 20.14 19.51 10.21  -0.19
C 21.10 19.56 11.30  -0.07
H 20.35 15.22 16.65  0.09
H 19.79 16.91 16.59  0.06
H 21.56 16.58 16.47  0.09
H 18.37 16.27 14.76  0.10
H 19.04 14.72 14.79  0.11
H 18.10 15.32 12.66  0.10
H 19.85 15.30 12.36  0.13
H 18.34 17.71 12.79  0.07
H 18.14 16.87 10.55  0.10
H 19.90 16.81 10.44  0.12
H 18.24 19.29 11.11  0.10
H 18.49 18.81 9.46  0.11
H 21.34 18.55 11.68  0.08
H 20.75 20.21 12.13  0.07
H 22.04 19.96 10.88  0.09
C 16.69 9.99 26.18  -0.08
O 17.22 10.36 24.90  -0.22
C 17.28 9.28 24.02  -0.27
C 17.65 9.73 22.65  -0.20
N 16.57 10.58 22.12  -0.03
C 16.80 10.95 20.70  -0.17
C 15.51 11.53 20.07  -0.25
O 15.04 12.62 20.78  -0.19
C 13.73 12.97 20.31  -0.08
H 15.72 9.49 26.06  0.09
H 16.59 10.96 26.74  0.09
H 17.41 9.34 26.74  0.10
H 16.29 8.77 24.00  0.13
H 18.03 8.52 24.33  0.13
H 17.86 8.95 21.90  0.13
H 18.58 10.33 22.79  0.12
H 16.52 11.41 22.70  0.09
H 17.08 10.08 20.13  0.10
H 17.59 11.75 20.64  0.10
H 14.72 10.76 20.16  0.13
H 15.72 11.79 19.04  0.08
H 13.68 13.35 19.30  0.07
H 13.40 13.77 20.96  0.06
H 13.01 12.16 20.45  0.09
C 17.86 22.51 18.29  -0.13
O 16.69 22.16 17.60  -0.22
C 15.50 22.45 18.34  -0.18
C 14.32 22.26 17.39  -0.23
N 13.08 22.50 18.06  -0.05
C 11.92 21.77 17.46  -0.16
C 11.67 22.19 16.02  -0.24
O 11.38 23.58 15.99  -0.18
C 11.99 24.23 14.93  -0.12
H 18.74 22.16 17.72  0.08
H 17.88 22.08 19.32  0.07
H 17.98 23.63 18.43  0.10
H 15.56 23.52 18.66  0.14
H 15.42 21.75 19.15  0.11
H 14.39 21.25 16.96  0.12
H 14.53 22.92 16.54  0.11
H 12.92 23.50 18.06  0.11
H 11.07 22.00 18.10  0.11
H 12.16 20.72 17.49  0.10
H 10.90 21.55 15.60  0.11
H 12.52 21.98 15.35  0.11
H 11.84 25.31 14.97  0.09
H 11.60 23.85 14.00  0.08
H 13.05 24.00 14.87  0.07
C 20.87 19.37 14.62  -0.12
O 20.46 20.72 14.42  -0.22
C 21.04 21.66 15.35  -0.21
C 22.43 22.10 14.94  -0.22
N 22.28 22.80 13.67  -0.04
C 23.60 23.13 13.13  -0.22
C 23.42 23.77 11.75  -0.23
O 22.73 22.80 10.96  -0.22
C 22.13 23.37 9.82  -0.10
H 21.96 19.14 14.44  0.11
H 20.32 18.78 13.89  0.05
H 20.57 19.08 15.66  0.08
H 21.05 21.22 16.36  0.10
H 20.35 22.51 15.30  0.13
H 23.01 21.16 14.86  0.11
H 23.02 22.75 15.62  0.12
H 21.65 22.31 13.05  0.09
H 24.30 22.28 12.97  0.13
H 24.14 23.88 13.71  0.11
H 24.41 24.03 11.37  0.12
H 22.84 24.69 11.84  0.12
H 21.79 22.56 9.15  0.09
H 22.90 23.96 9.30  0.08
H 21.30 23.99 10.15  0.09
C 13.35 10.87 23.45  -0.13
O 14.14 11.47 24.40  -0.18
C 13.86 12.85 24.45  -0.23
C 14.81 13.56 25.37  -0.21
N 16.19 13.34 24.94  -0.04
C 17.17 13.74 25.95  -0.21
C 17.37 15.23 26.13  -0.27
O 17.98 15.88 25.10  -0.18
C 17.01 16.41 24.22  -0.09
H 13.71 9.83 23.35  0.10
H 13.47 11.40 22.52  0.06
H 12.30 10.78 23.65  0.08
H 12.80 12.98 24.80  0.13
H 13.84 13.28 23.45  0.11
H 14.64 13.28 26.46  0.14
H 14.61 14.65 25.31  0.12
H 16.34 12.36 24.72  0.07
H 18.08 13.23 25.63  0.12
H 16.91 13.39 26.96  0.11
H 18.02 15.30 26.98  0.11
H 16.45 15.71 26.44  0.12
H 16.39 15.59 23.83  0.06
H 17.56 16.84 23.38  0.08
H 16.41 17.20 24.69  0.10
C 10.83 14.79 22.74  -0.09
O 11.33 14.93 21.42  -0.20
C 11.24 16.26 21.01  -0.25
C 11.71 16.38 19.56  -0.20
N 10.72 15.83 18.61  -0.03
C 11.20 15.87 17.19  -0.19
C 12.33 15.01 16.74  -0.26
O 12.02 13.69 17.09  -0.18
C 13.00 12.84 16.54  -0.11
H 11.41 15.36 23.45  0.08
H 10.89 13.72 22.97  0.09
H 9.80 15.15 22.80  0.09
H 11.87 16.91 21.62  0.13
H 10.23 16.65 21.06  0.12
H 12.65 15.79 19.48  0.10
H 11.91 17.42 19.31  0.12
H 10.71 14.85 18.89  0.10
H 11.39 16.93 16.94  0.09
H 10.33 15.52 16.60  0.13
H 13.26 15.28 17.26  0.11
H 12.46 15.12 15.63  0.13
H 12.90 12.94 15.46  0.09
H 12.88 11.85 16.91  0.09
H 14.00 13.22 16.85  0.06
C 17.17 18.63 17.37  -0.04
O 16.43 19.02 16.19  -0.20
C 17.24 19.74 15.26  -0.21
C 16.54 19.67 13.94  -0.21
N 16.35 18.30 13.51  -0.04
C 15.53 18.14 12.30  -0.20
C 15.49 16.74 11.87  -0.23
O 14.84 16.05 12.93  -0.22
C 14.35 14.75 12.61  -0.08
H 18.11 18.14 17.08  0.07
H 16.52 18.01 17.96  0.07
H 17.43 19.52 17.98  0.09
H 18.21 19.23 15.11  0.11
H 17.40 20.77 15.53  0.11
H 17.18 20.21 13.22  0.12
H 15.61 20.27 13.98  0.12
H 15.87 17.76 14.22  0.09
H 16.01 18.76 11.52  0.12
H 14.54 18.54 12.45  0.12
H 16.48 16.25 11.69  0.10
H 14.89 16.70 10.95  0.13
H 15.18 14.02 12.55  0.09
H 13.75 14.74 11.68  0.09
H 13.73 14.45 13.46  0.07
C 28.08 12.98 21.90  -0.11
O 26.79 13.46 22.26  -0.20
C 25.70 12.78 21.73  -0.25
C 24.44 13.68 21.73  -0.15
N 24.61 14.69 20.62  -0.01
C 23.30 15.31 20.26  -0.21
C 23.52 16.25 19.12  -0.25
O 24.36 17.34 19.48  -0.22
C 24.99 17.94 18.31  -0.07
H 28.89 13.63 22.28  0.08
H 28.15 12.92 20.81  0.08
H 28.31 11.97 22.35  0.09
H 25.56 11.86 22.33  0.12
H 25.91 12.44 20.72  0.11
H 24.34 14.10 22.73  0.10
H 23.58 13.03 21.53  0.11
H 25.25 15.40 20.95  0.10
H 22.83 15.90 21.06  0.10
H 22.60 14.55 19.97  0.10
H 22.58 16.66 18.75  0.10
H 23.98 15.65 18.34  0.12
H 25.64 17.12 17.92  0.10
H 25.60 18.82 18.60  0.08
H 24.19 18.21 17.60  0.08
C 20.28 19.19 19.30  -0.09
O 19.92 17.85 19.20  -0.20
C 19.99 17.11 20.40  -0.19
C 19.62 15.71 20.02  -0.20
N 18.35 15.72 19.35  -0.04
C 17.91 14.33 19.07  -0.15
C 16.71 14.35 18.14  -0.21
O 17.21 14.82 16.90  -0.19
C 16.19 14.98 15.91  -0.07
H 21.24 19.28 19.83  0.07
H 19.55 19.79 19.85  0.08
H 20.42 19.63 18.29  0.08
H 19.27 17.49 21.15  0.13
H 21.00 17.13 20.88  0.12
H 19.51 15.06 20.89  0.10
H 20.43 15.30 19.40  0.12
H 18.46 16.21 18.47  0.09
H 17.71 13.84 20.03  0.11
H 18.72 13.79 18.59  0.11
H 15.91 14.98 18.52  0.12
H 16.28 13.35 18.04  0.08
H 15.49 15.73 16.28  0.09
H 15.71 14.02 15.75  0.07
H 16.61 15.39 15.00  0.06
C 20.35 12.84 21.74  -0.11
O 20.72 14.04 22.41  -0.24
C 20.20 14.06 23.75  -0.19
C 20.90 15.19 24.49  -0.20
N 22.35 15.05 24.35  -0.05
C 23.17 16.12 25.00  -0.17
C 22.95 17.51 24.45  -0.27
O 23.37 17.43 23.12  -0.21
C 23.20 18.66 22.46  -0.11
H 20.93 12.01 22.15  0.09
H 20.54 12.99 20.66  0.09
H 19.29 12.67 21.87  0.06
H 20.50 13.13 24.23  0.12
H 19.10 14.18 23.75  0.11
H 20.63 15.28 25.54  0.12
H 20.62 16.17 24.07  0.11
H 22.52 15.11 23.35  0.06
H 24.21 15.88 24.85  0.11
H 22.92 16.14 26.07  0.12
H 23.57 18.27 25.01  0.14
H 21.93 17.95 24.54  0.12
H 23.24 18.46 21.37  0.06
H 24.00 19.39 22.74  0.10
H 22.20 19.10 22.71  0.10
C 16.59 21.47 22.44  -0.10
C 16.83 20.22 21.70  -0.33
O 15.53 19.72 21.33  -0.09
H 17.54 21.98 22.66  0.09
H 16.12 21.32 23.41  0.08
H 16.01 22.16 21.87  0.06
H 17.47 19.51 22.22  0.11
H 17.35 20.50 20.76  0.08
H 15.68 18.92 20.80  0.03
C 18.02 11.31 16.68  -0.07
C 16.60 10.82 16.47  -0.32
O 16.33 9.81 17.42  -0.07
H 18.78 10.54 16.51  0.08
H 18.21 11.73 17.67  0.06
H 18.24 12.09 15.91  0.08
H 16.46 10.46 15.46  0.11
H 15.93 11.66 16.63  0.07
H 16.16 8.98 16.99  0.09
C 24.70 22.12 19.17  -0.06
C 23.18 22.23 19.42  -0.32
O 22.83 21.33 20.42  -0.09
H 25.33 22.48 19.97  0.08
H 24.86 22.79 18.33  0.06
H 24.96 21.14 18.76  0.06
H 22.55 22.09 18.52  0.10
H 22.86 23.23 19.76  0.12
H 23.36 20.56 20.18  0.06


Below is a structure of composition C68H55AsFGeNO2P3S4Ti at a distorted geometry, with properties calculated with ωB97M-V with the def2-TZVPD basis set.

Charge: -1
HOMO-LUMO gap (eV): 5.449
HOMO (eV): -4.37
Spin multiplicity: 1

Each line ends with the Löwdin charge.
Geometry (Å):
Ti 0.37 1.12 0.22  0.33
F 0.25 1.19 -1.65  -0.46
Ge -1.54 -0.93 -0.61  0.94
C -2.34 0.02 -2.19  -0.34
C -2.62 -0.53 -3.44  -0.11
C -3.49 0.10 -4.32  -0.09
C -4.12 1.28 -3.95  -0.09
C -3.82 1.87 -2.74  -0.10
C -2.91 1.25 -1.87  -0.42
P -2.18 2.12 -0.44  1.01
C -3.53 2.50 0.71  -0.33
C -3.35 3.27 1.86  -0.10
C -4.41 3.44 2.73  -0.08
C -5.63 2.81 2.52  -0.09
C -5.79 1.99 1.41  -0.08
C -4.74 1.84 0.52  -0.09
C -1.75 3.69 -1.31  -0.38
C -1.92 4.94 -0.73  -0.12
C -1.43 6.09 -1.34  -0.09
C -0.75 6.00 -2.54  -0.10
C -0.59 4.76 -3.14  -0.10
C -1.08 3.62 -2.53  -0.11
C -3.45 -1.52 0.02  -0.30
C -4.48 -1.72 -0.91  -0.13
C -5.79 -1.94 -0.51  -0.09
C -6.12 -1.98 0.84  -0.10
C -5.12 -1.82 1.78  -0.08
C -3.81 -1.60 1.38  -0.40
P -2.39 -1.29 2.45  0.99
C -1.65 -2.95 2.71  -0.35
C -0.75 -3.13 3.76  -0.11
C -0.05 -4.32 3.90  -0.11
C -0.23 -5.36 3.00  -0.11
C -1.12 -5.19 1.95  -0.08
C -1.83 -4.00 1.81  -0.09
C -3.07 -0.92 4.12  -0.36
C -3.03 0.41 4.51  -0.10
C -3.57 0.80 5.74  -0.08
C -4.14 -0.15 6.58  -0.10
C -4.17 -1.48 6.20  -0.10
C -3.63 -1.86 4.98  -0.11
C -0.88 -2.63 -1.47  -0.30
C -1.84 -3.55 -1.92  -0.13
C -1.50 -4.74 -2.53  -0.08
C -0.16 -5.08 -2.68  -0.08
C 0.80 -4.20 -2.22  -0.14
C 0.47 -2.97 -1.63  -0.36
P 1.73 -1.84 -0.90  1.19
C 2.31 -2.89 0.50  -0.33
C 2.29 -2.31 1.76  -0.11
C 2.64 -3.04 2.90  -0.08
C 3.01 -4.37 2.78  -0.11
C 3.02 -4.97 1.53  -0.09
C 2.67 -4.24 0.40  -0.08
C 3.22 -1.72 -2.09  -0.37
C 5.15 -0.73 -2.47  -0.17
C 5.86 -1.36 -3.62  -0.05
C 5.38 -2.36 -4.36  -0.10
C 4.01 -2.87 -4.26  -0.08
C 3.09 -2.58 -3.33  -0.08
H -2.16 -1.47 -3.74  0.09
H -3.69 -0.34 -5.29  0.10
H -4.82 1.76 -4.63  0.10
H -4.26 2.82 -2.46  0.12
H -2.36 3.66 2.14  0.06
H -4.26 4.04 3.62  0.11
H -6.44 2.93 3.23  0.10
H -6.71 1.46 1.25  0.10
H -4.88 1.19 -0.34  0.09
H -2.44 5.03 0.22  0.09
H -1.58 7.05 -0.86  0.10
H -0.36 6.89 -3.01  0.10
H -0.08 4.68 -4.09  0.10
H -0.95 2.66 -3.01  0.10
H -4.29 -1.65 -1.97  0.08
H -6.57 -2.06 -1.26  0.10
H -7.15 -2.13 1.15  0.10
H -5.36 -1.83 2.84  0.10
H -0.56 -2.32 4.45  0.11
H 0.65 -4.43 4.72  0.10
H 0.32 -6.28 3.11  0.10
H -1.26 -5.98 1.22  0.10
H -2.50 -3.88 0.97  0.09
H -2.54 1.15 3.89  0.07
H -3.50 1.83 6.04  0.10
H -4.55 0.15 7.54  0.09
H -4.60 -2.23 6.85  0.09
H -3.65 -2.91 4.69  0.11
H -2.88 -3.33 -1.78  0.08
H -2.28 -5.41 -2.87  0.10
H 0.13 -6.01 -3.14  0.10
H 1.84 -4.48 -2.34  0.08
H 1.98 -1.28 1.90  0.02
H 2.60 -2.55 3.86  0.12
H 3.27 -4.94 3.66  0.10
H 3.29 -6.01 1.43  0.10
H 2.67 -4.74 -0.55  0.08
H 5.76 0.05 -2.02  0.13
H 6.88 -1.03 -3.81  0.10
H 5.99 -2.78 -5.14  0.09
H 3.67 -3.47 -5.09  0.10
H 2.09 -2.89 -3.56  0.08
S 3.13 2.44 3.13  -0.09
As 1.01 2.49 2.98  -0.40
S 0.22 0.42 2.54  0.09
S 0.28 3.35 1.02  0.19
S -0.11 3.40 4.49  -0.12
C 5.97 3.11 -2.57  -0.07
O 5.51 2.72 -1.29  -0.13
C 4.78 3.72 -0.67  -0.24
C 5.41 4.45 0.33  -0.01
C 4.78 5.51 0.94  -0.09
C 3.51 5.88 0.51  -0.08
C 2.87 5.14 -0.47  -0.05
C 3.47 4.01 -1.04  -0.17
N 2.72 3.31 -2.01  0.11
C 2.85 2.02 -2.49  -0.06
C 3.26 0.90 -1.85  -0.13
C 3.66 -0.29 -2.66  -0.13
C 4.63 -1.78 -1.43  -0.19
C 4.78 -1.15 -0.09  -0.02
C 4.21 -0.03 0.35  0.01
C 3.23 0.76 -0.40  -0.30
O 2.30 1.27 0.29  -0.24
H 6.64 2.33 -2.93  0.09
H 6.51 4.06 -2.51  0.10
H 5.14 3.22 -3.28  0.08
H 6.41 4.15 0.61  0.12
H 5.26 6.06 1.73  0.10
H 2.99 6.71 0.96  0.11
H 1.87 5.40 -0.78  0.09
H 1.91 3.81 -2.33  0.12
H 2.62 1.92 -3.55  0.14
H 3.36 -0.12 -3.69  0.15
H 5.11 -2.76 -1.48  0.15
H 5.45 -1.66 0.60  0.13
H 4.33 0.31 1.37  0.10


- What is the spin multiplicity in the second record?
  1